Entry 1:
Molecular formula: C8H10N2O4S
Method: DFT, the ωB97M-V functional and the def2-TZVPD basis

The SMILES is C=CCC[C@H]1OS(=O)(=O)Oc2nccn21. For the total energy, the calculation gives -30459.920 eV. The energy relative to the best compared isomer or geometry (same formula, charge and spin) is 2.0762 eV.

```
! wB97M-V def2-TZVPD RIJCOSX def2/J DEFGRID3
* xyz 0 1
C 2.453 -1.572 -1.167
C 1.595 -1.378 -0.197
C 1.161 0.019 0.037
C -0.329 0.269 0.480
C -1.321 -0.677 -0.257
O -1.093 -2.055 0.044
S -1.956 -2.434 1.404
O -1.326 -1.907 2.590
O -2.119 -3.802 1.302
O -3.444 -1.711 1.399
C -3.570 -0.379 1.044
N -4.512 0.446 1.249
C -4.217 1.484 0.318
C -3.139 1.136 -0.469
N -2.708 -0.121 -0.009
H 3.074 -2.422 -1.459
H 2.386 -0.853 -1.924
H 1.443 -2.047 0.637
H 1.456 0.691 -0.720
H 1.675 0.403 1.026
H -0.310 -0.107 1.518
H -0.577 1.405 0.494
H -1.251 -0.518 -1.368
H -4.874 2.295 0.254
H -2.530 1.650 -1.143
*
```

Entry 2:
Molecular formula: C4H7BO2
Method: DFT, the ωB97M-V functional and the def2-TZVPD basis

For the total energy, the calculation gives -9030.612 eV. The energy relative to the best compared isomer or geometry (same formula, charge and spin) is 3.7006 eV.

```
! wB97M-V def2-TZVPD RIJCOSX def2/J DEFGRID3
* xyz 0 1
B 0.461 -0.395 -0.387
C 2.598 -0.649 1.104
C 1.805 -1.011 0.085
C -1.800 0.912 0.276
C -1.603 0.458 -1.177
O -0.567 0.907 0.914
O -0.518 -0.470 -1.211
H 3.554 -1.196 1.408
H 2.268 0.164 1.857
H 2.096 -1.715 -0.566
H -2.396 1.815 0.218
H -2.314 0.170 1.003
H -2.372 -0.158 -1.701
H -1.213 1.167 -1.825
*
```

Entry 3:
Molecular formula: H12NO4
Method: DFT, the ωB97M-V functional and the def2-TZVPD basis

For the total energy, the calculation gives -9869.537 eV. The energy relative to the best compared isomer or geometry (same formula, charge and spin) is 0.5179 eV.

```
! wB97M-V def2-TZVPD RIJCOSX def2/J DEFGRID3
* xyz 1 1
N -0.104 0.289 0.771
H 0.253 -0.667 0.883
H 0.644 0.890 0.431
H -0.418 0.629 1.719
H -0.859 0.245 0.068
H 1.090 0.041 -2.947
H 2.020 1.269 -2.833
O 1.264 0.821 -2.420
H 1.155 -2.775 -0.775
H -0.146 -2.694 0.024
O 0.767 -2.383 0.005
H -0.856 1.475 3.832
H 0.619 1.327 3.697
O -0.205 1.043 3.291
H -0.995 0.351 -2.109
H -2.502 0.011 -2.111
O -1.729 0.128 -1.526
*
```

Entry 4:
Molecular formula: C6H12BrN2S
Method: DFT, the ωB97M-V functional and the def2-TZVPD basis

For the total energy, the calculation gives -90264.865 eV. The energy relative to the best compared isomer or geometry (same formula, charge and spin) is 0.0000 eV.

```
! wB97M-V def2-TZVPD RIJCOSX def2/J DEFGRID3
* xyz 1 1
C 3.011 0.296 -0.396
C 3.408 1.291 0.450
C 0.792 0.626 0.198
C 1.301 -1.117 -1.343
C -2.779 1.065 0.271
C -2.234 -1.292 0.471
N 1.674 -0.017 -0.468
N -1.853 0.072 0.805
S 2.242 2.147 1.359
Br 5.236 1.723 0.642
H 3.705 -0.258 -1.004
H -0.305 0.461 0.390
H 1.879 -2.004 -1.081
H 0.240 -1.334 -1.247
H 1.516 -0.850 -2.378
H -2.799 0.984 -0.813
H -3.795 0.919 0.648
H -2.443 2.060 0.551
H -2.278 -1.399 -0.614
H -1.496 -1.984 0.875
H -3.216 -1.559 0.869
H -1.808 0.170 1.817
*
```

For each record above, in turn, the calculated E_HOMO values are -9.40; -8.34; -15.51; -13.01 eV.
For each record above, in turn, the calculated frontier orbital gap values are 9.940; 8.475; 12.541; 7.882 eV.